DFT (wB97M-V/def2-TZVPD) results for C3H3NO3S in the gas phase at a distorted geometry.

Computed properties:
net charge	0
SMILES string	O=C1CC(=S(=O)=O)N1
E_tot	-21623.40024	eV
E_LUMO (alpha / beta)	-1.903 / -1.996	eV
2S+1	1
HOMO energy (alpha / beta)	-9.6 / -9.5	eV
energy relative to the best compared isomer or geometry (same formula, charge and spin)	103.5	kcal per mole

Element x y z (Å)
C  0.87868  0.69681  -0.23496
C  -1.11714  0.26922  0.42220
C  0.25868  -0.61882  -0.20408
N  -0.32545  1.41477  0.20639
O  2.00304  1.10422  -0.38809
O  -3.43328  1.30878  0.15313
O  -3.22626  -1.16238  0.01177
S  -2.68928  0.12998  -0.28399
H  0.14476  -1.29871  -1.01469
H  0.79619  -1.39881  0.40784
H  -0.50013  2.37642  0.33534

Here are the Mulliken charges for atoms 1 to 8, given in e: 0.419, 0.091, -0.408, -0.019, -0.515, -0.540, -0.512, 0.776